Here is C8H20MnN6O4 as an isolated structure from OMol25. Energies are from ωB97M-V/def2-TZVPD.

Structure (XYZ):
```
39
Properties=species:S:1:pos:R:3:forces:R:3:lowdin_spin:R:1
Mn -0.1778 -0.7952 -0.1358 -0.1 -0.2 0.2 3.91
N -1.6881 0.1530 0.8705 0.1 0.1 0.0 -0.02
C -1.5027 -0.1233 2.3480 -0.2 0.0 -0.2 0.01
C -2.1415 0.9068 3.2761 0.0 0.0 0.0 0.00
C -1.5218 2.3086 3.2601 -0.1 0.0 -0.1 0.00
C -1.9569 3.1576 4.4602 -0.2 0.0 0.1 0.00
N -1.5003 2.6732 5.7627 0.1 0.0 0.0 0.00
C -0.3392 2.9991 6.3480 0.0 0.1 0.0 0.00
N 0.5535 3.7594 5.7167 -0.1 0.0 0.0 0.00
N -0.0644 2.5422 7.5630 -0.1 0.0 0.0 0.00
C -0.0172 -0.3229 2.5644 0.7 -0.1 0.0 0.01
O 0.5868 -0.1635 3.5661 -0.3 0.0 -0.1 -0.01
O 0.6547 -0.7809 1.4289 -0.5 0.2 0.1 -0.04
H -1.5936 1.1604 0.7070 0.0 0.0 0.0 0.01
H -2.6403 -0.0798 0.5815 0.0 0.0 0.0 0.00
H -1.9658 -1.1003 2.5218 0.0 0.0 0.1 0.00
H -2.0842 0.4791 4.2799 0.1 0.0 0.0 0.00
H -3.2062 0.9580 3.0329 0.0 0.0 0.0 0.00
H -1.8625 2.8660 2.3815 0.1 0.0 0.0 0.00
H -0.4319 2.2595 3.2067 0.0 0.0 0.1 0.00
H -3.0461 3.1923 4.5132 0.0 0.0 0.0 0.00
H -1.6527 4.1971 4.3254 0.0 0.0 0.0 0.00
H -2.1827 2.2228 6.3518 0.0 0.0 0.0 0.00
H 0.3072 4.2670 4.8851 0.0 0.0 0.0 0.00
H 1.3974 4.0482 6.1857 0.0 0.0 0.0 0.00
H -0.7117 1.9568 8.0655 0.0 0.0 0.0 0.00
H 0.7642 2.8324 8.0574 0.0 0.0 0.0 0.00
C 3.2540 -3.2167 -3.1893 0.0 0.2 0.1 0.00
O 2.6901 -2.0058 -2.5569 -0.1 -0.2 0.0 0.00
C 1.6517 -2.0527 -1.8286 0.0 0.3 0.0 0.01
O 1.2104 -0.9499 -1.3492 0.3 -0.1 -0.2 0.05
N 0.9851 -3.1798 -1.5406 0.1 -0.1 -0.1 0.00
N -0.1743 -3.0669 -0.7410 0.0 0.0 -0.1 0.06
H 4.1170 -2.8496 -3.7328 0.0 0.0 0.0 0.00
H 2.5120 -3.6242 -3.8730 0.0 -0.1 0.0 0.00
H 3.5588 -3.9059 -2.4043 0.0 0.0 0.0 0.00
H 1.2620 -4.0873 -1.8944 0.0 0.0 0.0 0.00
H -0.0538 -3.6471 0.0906 0.0 0.0 0.0 0.00
H -0.9680 -3.4381 -1.2661 0.0 0.0 0.0 0.00
```
Positions in Å, forces in eV/Å.

As for the expectation value of S²: 6.1072. The total charge is +3. For the HOMO energy (spin up / spin down), the calculation gives -0.694 / -0.694 hartree. Its spin multiplicity is 5. As for the LUMO energy (spin up / spin down): -12.5230 / -10.8215 eV. As for the orbital gap (spin up / spin down): 6.36 / 8.06 eV.



Here is C25H26AuN4S as an isolated structure from OMol25. Energies are from ωB97M-V/def2-TZVPD.

Structure (XYZ):
```
57
Properties=species:S:1:pos:R:3:forces:R:3:lowdin_spin:R:1
Au 0.0344 0.4474 -0.3934 0.0 0.5 -0.3 0.52
C -2.6736 -1.0506 -0.6361 0.0 0.1 -0.1 0.01
N -2.2385 0.2991 -0.2250 0.0 0.1 0.1 0.14
C -2.8123 1.3246 -1.1241 0.0 -0.1 0.1 0.01
C -2.5552 0.5511 1.1683 -0.1 0.0 0.0 0.10
C -3.8938 0.6019 1.5117 0.1 0.0 0.0 -0.01
C -4.3022 0.8424 2.8116 -0.1 0.0 0.0 0.11
C -3.3405 1.0332 3.7908 0.0 0.0 0.0 -0.01
C -2.0007 0.9769 3.4757 -0.1 0.0 0.0 0.08
C -1.5402 0.7268 2.1612 0.2 -0.1 -0.1 0.01
N -0.2206 0.6152 1.7499 0.0 0.0 0.1 0.41
C 0.9605 0.8008 2.4519 -0.2 -0.1 -0.1 0.01
C 1.0915 1.0832 3.8325 0.1 0.0 0.0 0.08
C 2.3177 1.2117 4.4470 0.0 0.0 0.0 -0.01
C 3.4880 1.0664 3.7194 0.1 0.0 0.0 0.11
C 3.4038 0.8012 2.3641 -0.1 0.0 0.0 -0.01
C 2.1851 0.6795 1.7220 0.1 0.0 0.1 0.10
N 2.2118 0.4139 0.2959 0.0 0.1 0.1 0.14
C 2.9248 1.4701 -0.4561 0.0 -0.1 0.1 0.01
C 2.7981 -0.9103 0.0088 0.0 0.1 0.0 0.01
H -3.7645 -1.1266 -0.6268 0.0 0.0 0.0 0.00
H -2.2534 -1.7919 0.0401 0.0 0.0 0.0 0.00
H -2.3053 -1.2358 -1.6426 0.0 0.0 0.0 0.00
H -3.9041 1.2837 -1.1211 0.0 0.0 0.0 0.00
H -2.4421 1.1371 -2.1297 0.0 0.0 0.0 0.00
H -2.4822 2.3107 -0.8045 0.0 0.0 0.0 0.00
H -4.6358 0.4544 0.7388 0.0 0.0 0.0 0.00
H -5.3560 0.8821 3.0513 0.0 0.0 0.0 0.01
H -3.6338 1.2246 4.8139 0.0 0.0 0.0 0.00
H -1.3258 1.1245 4.2892 0.0 0.0 0.0 0.01
H 0.2403 1.2043 4.4647 0.0 0.0 0.0 0.01
H 2.3565 1.4248 5.5065 0.0 0.0 0.0 0.00
H 4.4545 1.1626 4.1950 0.0 0.0 0.0 0.01
H 4.3108 0.6921 1.7852 0.0 0.0 0.0 0.00
H 3.9871 1.4856 -0.2011 0.0 0.0 0.0 0.00
H 2.4803 2.4370 -0.2302 0.0 0.0 0.0 0.00
H 2.8065 1.2666 -1.5181 0.0 0.0 0.0 0.00
H 3.8598 -0.9300 0.2703 0.0 0.0 0.0 0.00
H 2.6821 -1.1116 -1.0537 0.0 0.0 0.0 0.00
H 2.2713 -1.6742 0.5766 0.0 0.0 0.0 0.00
S 0.5681 0.3027 -4.9299 0.0 0.0 -0.2 0.01
C 0.4696 1.9323 -4.4559 0.0 0.1 0.0 0.01
C 0.3087 2.0604 -3.1074 0.0 0.0 0.1 0.02
C 0.2616 0.8073 -2.4206 0.0 -0.2 0.0 0.10
C 0.3926 -0.2329 -3.3071 0.0 -0.4 0.3 0.01
C 0.3913 -1.6731 -2.9700 0.0 0.4 0.0 0.00
C 0.5308 -2.6664 -3.9392 0.0 -0.1 0.0 0.00
C 0.5203 -3.9912 -3.5506 0.0 0.0 0.0 0.00
C 0.3713 -4.3029 -2.2053 0.0 0.0 0.0 0.00
C 0.2395 -3.2550 -1.3137 0.0 0.0 0.0 0.00
N 0.2478 -1.9707 -1.6741 0.0 -0.3 0.0 0.01
H 0.5354 2.7146 -5.1959 0.0 0.0 0.0 0.00
H 0.2270 3.0260 -2.6262 0.0 0.0 0.0 0.00
H 0.6456 -2.4017 -4.9820 0.0 0.0 0.0 0.00
H 0.6273 -4.7745 -4.2896 0.0 0.0 0.0 0.00
H 0.3579 -5.3268 -1.8597 0.0 0.0 0.0 0.00
H 0.1207 -3.4526 -0.2525 0.0 0.0 0.0 0.00
```
Positions in Å, forces in eV/Å.

As for the expectation value of S²: 2.0549. The total charge is +1. For the HOMO energy (spin up / spin down), the calculation gives -0.368 / -0.388 hartree. Its spin multiplicity is 3. As for the LUMO energy (spin up / spin down): -2.0258 / -5.3225 eV. As for the orbital gap (spin up / spin down): 8.00 / 5.23 eV.



Here is a 2-piece molecular cluster, C3H9N2 overall at a distorted geometry from OMol25. Energies are from ωB97M-V/def2-TZVPD.

Structure (XYZ):
```
14
Properties=species:S:1:pos:R:3:forces:R:3:lowdin_charge:R:1
C -0.7134 -0.8593 1.4305 -0.6 -1.2 0.1 -0.02
C 0.3915 0.1972 1.1393 -1.3 -2.1 4.7 -0.32
C 0.4611 0.6688 -0.1093 -0.8 2.6 1.9 0.37
N -0.6029 -0.1393 -3.5731 -0.3 0.4 2.3 0.05
N 0.9927 0.7118 2.3162 -0.7 -0.2 -4.4 0.22
H -0.4616 -1.6854 2.1573 0.3 0.8 -1.1 0.11
H -1.6769 -0.4676 1.8890 1.4 0.7 -0.5 0.13
H -1.1252 -1.2411 0.4702 0.6 -0.2 0.6 0.09
H 1.1661 1.3797 -0.4327 1.6 -0.3 -2.1 0.08
H -0.3390 -0.7885 -4.2810 0.5 -0.9 0.1 0.01
H -0.2225 0.7373 -3.8274 0.2 1.1 -0.5 0.00
H -0.2944 -0.2851 -2.5696 -0.5 -0.5 -1.9 0.00
H 1.6497 1.4844 2.1814 -0.2 -0.5 0.7 0.14
H 0.7747 0.2872 3.2091 -0.3 0.5 -0.1 0.14
```
Positions in Å, forces in eV/Å.

The total charge is +1. For the HOMO energy, the calculation gives -0.486 hartree. Its spin multiplicity is 1. As for the LUMO energy: -8.8782 eV. As for the orbital gap: 4.35 eV.



Computed values of energy relative to the best compared isomer or geometry (same formula, charge and spin) (unit: kcal per mole) for the preceding records, in sequence: 10.6, 0.0, 155.7.